Entry 1:
This record from OMol25 describes a 40-piece molecular cluster, H80O40 overall. The level of theory is ωB97M-V/def2-TZVPD.

Summary:
LUMO level: -0.03011 Eh
HOMO-LUMO gap: 9.50 eV
E: -83187.9253 eV

Bonds (Å) are listed after each position.
Element x y z (Å)
1 H 1.03 4.92 -3.68  O3 1.006
2 H -0.52 4.53 -3.57  O3 0.925
3 O 0.22 4.53 -4.12  H1 1.006, H2 0.925
4 H -2.13 5.72 -2.20  O6 0.844
5 H -1.52 4.35 -2.19  O6 0.952
6 O -1.98 5.03 -2.67  H4 0.844, H5 0.952
7 H 0.90 -0.37 -2.81  O9 1.018
8 H 1.38 -0.01 -4.27  O9 0.986
9 O 1.72 -0.39 -3.42  H7 1.018, H8 0.986
10 H -0.75 -0.17 6.83  O12 0.942
11 H -0.40 0.67 5.66  O12 0.925
12 O -0.12 0.45 6.52  H10 0.942, H11 0.925
13 H 0.72 -0.51 1.99  O15 0.908
14 H 1.92 0.02 1.67  O15 1.144
15 O 0.81 0.26 1.51  H13 0.908, H14 1.144
16 H -3.28 -0.68 -0.27  O17 0.950
17 O -3.92 -0.92 -0.93  H16 0.950, H95 1.011
18 H -0.99 4.37 3.38  O19 0.986
19 O -1.71 4.32 2.71  H18 0.986, H97 1.022
20 H -0.18 -2.63 -4.35  O22 1.000
21 H 0.32 -1.33 -4.01  O22 1.007
22 O -0.49 -1.69 -4.49  H20 1.000, H21 1.007
23 H -2.75 2.03 -0.58  O25 0.872
24 H -1.99 2.22 0.67  O25 0.948
25 O -2.85 2.19 0.27  H23 0.872, H24 0.948
26 H 2.76 -1.95 -5.19  O28 1.016
27 H 1.73 -3.11 -5.59  O28 0.978
28 O 2.57 -2.94 -5.10  H26 1.016, H27 0.978
29 H 5.59 -2.45 -0.81  O31 0.951
30 H 5.48 -1.75 -2.16  O31 0.916
31 O 5.99 -1.83 -1.40  H29 0.951, H30 0.916
32 H 0.10 -2.84 1.42  O33 1.029
33 O 0.61 -3.51 0.82  H32 1.029, H98 0.969
34 H -5.27 0.41 -2.10  O36 0.935
35 H -4.50 -0.06 -2.95  O36 0.926
36 O -5.42 0.05 -2.95  H34 0.935, H35 0.926
37 H 4.71 2.86 -1.99  O39 0.905
38 H 4.35 2.34 -0.63  O39 0.814
39 O 4.12 2.68 -1.33  H37 0.905, H38 0.814
40 H 1.30 1.41 -1.06  O42 1.007
41 H 2.07 2.19 0.25  O42 1.028
42 O 2.05 2.02 -0.76  H40 1.007, H41 1.028
43 H -1.67 -3.45 -0.85  O45 0.888
44 H -2.53 -4.26 -1.80  O45 0.998
45 O -2.45 -3.42 -1.27  H43 0.888, H44 0.998
46 H 0.51 -1.30 -0.02  O48 0.949
47 H 1.36 -1.07 -1.16  O48 0.956
48 O 0.45 -0.95 -0.90  H46 0.949, H47 0.956
49 H 1.62 5.64 1.36  O51 0.890
50 H 1.25 6.05 2.78  O51 0.915
51 O 0.97 5.74 1.96  H49 0.890, H50 0.915
52 H 3.87 -0.72 2.07  O53 0.990
53 O 3.42 0.14 2.21  H52 0.990, H94 0.872
54 H -2.95 0.01 3.95  O56 0.999
55 H -2.81 1.24 4.80  O56 1.052
56 O -2.64 0.21 4.88  H54 0.999, H55 1.052
57 H -3.79 1.21 2.37  O58 0.864
58 O -4.40 0.86 2.87  H57 0.864, H96 0.958
59 H -5.29 -2.89 0.22  O61 0.985
60 H -3.98 -3.17 -0.40  O61 1.006
61 O -4.38 -3.12 0.52  H59 0.985, H60 1.006
62 H -2.21 -0.31 -4.15  O64 0.973
63 H -1.07 0.75 -4.56  O64 1.010
64 O -1.98 0.63 -4.15  H62 0.973, H63 1.010
65 H 1.76 1.44 -6.35  O67 0.942
66 H 2.94 0.74 -5.57  O67 1.052
67 O 2.01 0.59 -6.03  H65 0.942, H66 1.052
68 H 2.95 -5.00 2.90  O70 0.986
69 H 1.25 -5.07 3.12  O70 0.923
70 O 2.04 -5.33 2.72  H68 0.986, H69 0.923
71 H 1.43 -3.84 -4.13  O73 0.982
72 H 1.88 -3.04 -3.11  O73 0.939
73 O 1.12 -3.58 -3.23  H71 0.982, H72 0.939
74 H 3.24 2.52 1.95  O76 0.953
75 H 4.11 3.57 1.02  O76 0.939
76 O 4.06 2.92 1.70  H74 0.953, H75 0.939
77 H -2.34 1.90 -2.29  O79 1.057
78 H -0.75 1.66 -2.43  O79 0.975
79 O -1.39 2.18 -1.90  H77 1.057, H78 0.975
80 H -0.79 -4.61 3.75  O82 0.989
81 H -0.90 -5.59 2.48  O82 0.874
82 O -0.57 -4.86 2.82  H80 0.989, H81 0.874
83 H 4.13 -4.17 0.88  O85 0.847
84 H 2.98 -5.02 0.71  O85 0.882
85 O 3.85 -4.93 0.64  H83 0.847, H84 0.882
86 H -4.64 -3.09 3.55  O88 1.000
87 H -4.14 -3.61 2.16  O88 0.962
88 O -4.23 -3.87 3.08  H86 1.000, H87 0.962
89 H -6.64 0.36 -0.07  O90 1.019
90 O -6.68 -0.30 0.70  H89 1.019, H99 1.015
91 H 5.17 1.47 -3.33  O93 0.963
92 H 4.79 0.40 -2.46  O93 0.904
93 O 4.78 0.59 -3.35  H91 0.963, H92 0.904
94 H 4.05 0.62 1.84  O53 0.872
95 H -3.58 -1.75 -1.39  O17 1.011
96 H -5.23 1.18 3.22  O58 0.958
97 H -1.13 4.79 2.01  O19 1.022
98 H 0.79 -4.29 1.36  O33 0.969
99 H -5.89 -0.06 1.30  O90 1.015
100 O -1.66 5.31 0.06  H101 1.147, H102 1.005
101 H -2.53 4.58 -0.10  O100 1.147
102 H -1.79 5.41 1.05  O100 1.005
103 O 1.85 -1.51 4.60  H104 0.974, H105 0.959
104 H 1.58 -0.57 4.62  O103 0.974
105 H 2.69 -1.48 5.06  O103 0.959
106 O -1.71 -0.41 0.53  H107 0.844, H108 1.001
107 H -1.53 0.40 0.36  O106 0.844
108 H -0.88 -0.97 0.45  O106 1.001
109 O 1.44 5.08 -0.76  H110 0.973, H111 0.977
110 H 1.37 4.11 -0.78  O109 0.973
111 H 2.30 5.10 -0.30  O109 0.977
112 O -0.70 -1.56 2.85  H113 0.982, H114 0.986
113 H -0.53 -2.05 3.68  O112 0.982
114 H -1.67 -1.56 2.98  O112 0.986
115 O -3.24 -1.67 2.50  H116 0.949, H117 1.011
116 H -3.67 -1.00 1.98  O115 0.949
117 H -3.11 -2.53 1.98  O115 1.011
118 O 5.85 0.63 1.08  H119 0.991, H120 1.015
119 H 6.22 0.00 1.75  O118 0.991
120 H 6.33 1.51 1.26  O118 1.015


Entry 2:
This record from OMol25 describes a 40-piece molecular cluster, H80O40 overall. The level of theory is ωB97M-V/def2-TZVPD.

Summary:
LUMO level: -0.01854 Eh
HOMO-LUMO gap: 10.32 eV
E: -83197.6950 eV

Bonds (Å) are listed after each position.
Element x y z (Å)
1 H 4.36 0.05 -4.46  O3 0.955
2 H 5.02 -0.53 -3.18  O3 0.954
3 O 5.07 -0.49 -4.13  H1 0.955, H2 0.954
4 H -2.82 -4.64 0.71  O6 0.956
5 H -3.10 -5.40 2.06  O6 0.961
6 O -3.11 -5.46 1.11  H4 0.956, H5 0.961
7 H 2.24 0.80 4.34  O9 0.953
8 H 1.08 1.71 4.67  O9 0.965
9 O 2.02 1.58 4.84  H7 0.953, H8 0.965
10 H 0.70 -2.12 -5.23  O12 0.968
11 H 0.95 -3.48 -5.66  O12 0.962
12 O 0.25 -2.82 -5.72  H10 0.968, H11 0.962
13 H 0.15 3.00 -3.06  O15 0.963
14 H -0.36 4.31 -3.92  O15 0.956
15 O -0.35 3.37 -3.80  H13 0.963, H14 0.956
16 H -2.55 4.73 1.36  O17 0.959
17 O -3.25 5.37 1.47  H16 0.959, H95 0.957
18 H -1.13 -2.01 0.35  O19 0.958
19 O -1.78 -1.44 0.76  H18 0.958, H97 0.963
20 H 1.10 2.31 6.55  O22 0.959
21 H -0.07 3.10 5.77  O22 0.956
22 O 0.16 2.41 6.39  H20 0.959, H21 0.956
23 H -4.72 0.95 2.79  O25 0.967
24 H -3.34 0.89 2.65  O25 0.987
25 O -3.97 1.41 3.20  H23 0.967, H24 0.987
26 H 0.51 -2.15 -3.16  O28 0.972
27 H 1.54 -1.12 -2.71  O28 0.973
28 O 1.46 -1.96 -3.19  H26 0.972, H27 0.973
29 H 2.97 2.30 0.35  O31 0.959
30 H 3.76 1.05 -0.18  O31 0.962
31 O 3.41 1.91 -0.41  H29 0.959, H30 0.962
32 H -2.70 3.10 4.38  O33 0.955
33 O -2.10 3.82 4.57  H32 0.955, H98 0.956
34 H -1.29 1.15 5.87  O36 0.978
35 H -2.43 1.64 4.93  O36 0.954
36 O -1.59 1.19 4.94  H34 0.978, H35 0.954
37 H -1.40 1.87 1.42  O39 0.954
38 H -2.70 1.72 0.53  O39 0.971
39 O -2.28 2.21 1.25  H37 0.954, H38 0.971
40 H -0.76 4.88 -0.30  O42 0.966
41 H -0.54 3.70 -1.06  O42 0.968
42 O -1.07 4.51 -1.13  H40 0.966, H41 0.968
43 H 2.17 -0.83 0.60  O45 0.966
44 H 2.11 -1.55 -0.76  O45 0.965
45 O 2.66 -0.96 -0.22  H43 0.966, H44 0.965
46 H -3.89 0.04 0.71  O48 0.985
47 H -3.49 -1.26 0.95  O48 0.981
48 O -4.00 -0.59 1.46  H46 0.985, H47 0.981
49 H 2.30 1.00 -1.52  O51 0.976
50 H 0.87 0.68 -1.58  O51 0.991
51 O 1.71 0.46 -2.07  H49 0.976, H50 0.991
52 H -1.62 3.18 -2.53  O53 0.994
53 O -2.43 2.62 -2.37  H52 0.994, H94 0.970
54 H 3.81 -2.04 -3.27  O56 0.954
55 H 5.20 -2.71 -3.72  O56 0.958
56 O 4.35 -2.83 -3.30  H54 0.954, H55 0.958
57 H -1.04 0.29 3.60  O58 0.996
58 O -0.59 0.34 2.72  H57 0.996, H96 0.991
59 H 0.12 -0.05 -3.90  O61 0.952
60 H -1.14 0.93 -4.05  O61 0.964
61 O -0.81 0.09 -3.72  H59 0.952, H60 0.964
62 H -5.90 -0.38 -2.10  O64 0.950
63 H -5.98 -1.84 -1.62  O64 0.958
64 O -6.47 -1.13 -2.04  H62 0.950, H63 0.958
65 H -1.05 0.56 -0.73  O67 0.973
66 H -0.12 0.54 0.63  O67 0.954
67 O -0.21 0.77 -0.30  H65 0.973, H66 0.954
68 H -0.20 -5.38 0.74  O70 0.966
69 H -1.21 -4.27 0.72  O70 0.952
70 O -0.27 -4.42 0.67  H68 0.966, H69 0.952
71 H 4.76 2.38 -2.19  O73 0.962
72 H 3.52 1.68 -2.68  O73 0.961
73 O 4.34 2.05 -3.00  H71 0.962, H72 0.961
74 H 1.50 -4.79 2.52  O76 0.973
75 H 2.07 -5.91 1.83  O76 0.963
76 O 1.80 -5.69 2.73  H74 0.973, H75 0.963
77 H -0.95 -5.09 -2.14  O79 0.968
78 H 0.36 -5.63 -1.86  O79 0.965
79 O -0.11 -5.23 -2.60  H77 0.968, H78 0.965
80 H -2.59 1.54 -1.04  O82 0.995
81 H -3.86 1.07 -1.44  O82 0.969
82 O -3.18 0.76 -0.83  H80 0.995, H81 0.969
83 H -5.31 1.22 0.52  O85 0.934
84 H -6.60 2.25 -0.11  O85 0.949
85 O -5.99 1.52 -0.04  H83 0.934, H84 0.949
86 H 1.40 4.91 2.79  O88 0.962
87 H 2.23 4.11 3.77  O88 0.948
88 O 2.02 4.18 2.85  H86 0.962, H87 0.948
89 H 4.27 -3.71 -1.99  O90 1.005
90 O 4.09 -4.15 -1.10  H89 1.005, H99 0.957
91 H 1.88 -4.36 0.33  O93 0.955
92 H 2.78 -3.30 0.33  O93 0.980
93 O 2.20 -3.74 0.98  H91 0.955, H92 0.980
94 H -2.98 3.35 -2.70  O53 0.970
95 H -3.90 5.31 0.76  O17 0.957
96 H 0.30 -0.10 2.73  O58 0.991
97 H -1.38 -0.86 1.41  O19 0.963
98 H -2.12 4.21 3.70  O33 0.956
99 H 4.74 -4.84 -1.04  O90 0.957
100 O 1.67 -1.26 4.76  H101 0.966, H102 0.963
101 H 1.68 -1.73 5.60  O100 0.966
102 H 0.79 -1.48 4.45  O100 0.963
103 O -1.45 -2.64 -2.99  H104 0.963, H105 0.969
104 H -1.12 -3.29 -3.61  O103 0.963
105 H -1.60 -1.76 -3.37  O103 0.969
106 O -2.17 1.93 -5.93  H107 0.966, H108 0.968
107 H -3.02 1.50 -6.07  O106 0.966
108 H -2.29 2.20 -5.01  O106 0.968
109 O 4.82 -0.70 1.78  H110 0.968, H111 0.961
110 H 4.35 -1.00 0.99  O109 0.968
111 H 4.37 -1.12 2.51  O109 0.961
112 O 0.39 -1.98 2.11  H113 0.965, H114 0.990
113 H 0.83 -2.56 2.74  O112 0.965
114 H 0.85 -2.48 1.38  O112 0.990
115 O 2.04 3.86 -2.17  H116 0.965, H117 0.960
116 H 2.37 3.94 -3.08  O115 0.965
117 H 2.68 3.23 -1.81  O115 0.960
118 O 2.47 1.05 1.72  H119 0.964, H120 0.965
119 H 1.65 1.26 2.17  O118 0.964
120 H 3.19 1.25 2.33  O118 0.965


Number 2 is which compound?
H80O40


Among the records above, which one has the lowest HOMO-LUMO gap?
number 1


Which formula does entry 1 have?
H80O40